ORCA calculation (wB97M-V/def2-TZVPD) on an isolated molecule of C5H8N2 at a distorted geometry.

```
15
Properties=species:S:1:pos:R:3:forces:R:3
C 0.5071 1.8305 -0.7080 -0.268 -0.134 -0.107
C 0.5627 0.2809 -0.8959 -0.072 -0.145 0.002
C 0.7589 -0.3867 0.4821 0.353 -0.028 0.116
N -0.6340 -0.3636 0.9459 0.193 0.097 0.318
C -1.4595 -1.5809 1.0158 -0.217 -0.215 -0.065
C -1.2279 -0.8124 -0.2203 0.302 0.466 -0.163
N -0.7001 -0.5733 -1.3588 0.435 0.788 0.649
H 0.3275 2.0998 0.3415 -0.131 -0.175 -0.270
H -0.2658 2.3158 -1.3038 -0.022 -0.142 -0.090
H 1.4661 2.3038 -0.9817 -0.306 -0.413 0.000
H 1.3690 0.0560 -1.6047 -0.328 -0.156 0.169
H 1.1061 -1.4198 0.3280 -0.014 0.081 0.213
H 1.3926 0.1374 1.1947 0.199 0.055 -0.193
H -0.9502 -2.5366 1.1662 -0.215 0.059 -0.356
H -2.3520 -1.4303 1.6197 0.091 -0.135 -0.222
```
Positions in Å, forces in eV/Å.

Properties
SMILES string: C[C@H]1CN2CC2=N1
Relative energy (zero: lowest compared OMol25 entry of this formula, charge and spin): 3.4242 eV
LUMO: 1.0 eV
Highest occupied orbital energy: -9.5260 eV

natural (NBO) population analysis, charges in e, atoms 1 to 2: -0.64 -0.07



ORCA calculation (wB97M-V/def2-TZVPD) on an isolated molecule of C3H5NO2S2 at a distorted geometry.

```
13
Properties=species:S:1:pos:R:3:forces:R:3
C -0.5609 1.2534 -0.3554 1.490 0.325 -1.467
C -1.2034 0.8301 0.9164 1.740 1.273 1.019
C 0.8114 -0.8944 -0.5923 2.194 -0.129 1.183
N 0.3731 0.4224 -1.0115 -0.213 -1.867 1.083
O -0.6631 2.3542 -0.8699 -0.933 -0.184 0.852
O 2.2671 -0.2033 1.7108 0.572 0.603 -0.150
S -0.1809 -2.3819 -0.9243 0.440 0.339 -0.360
S 1.0426 -0.8986 1.3226 -1.626 -0.459 -0.842
H -1.1534 1.5431 1.7618 0.728 -0.156 -0.754
H -2.1366 0.3878 1.0593 -1.298 -1.429 -0.780
H 1.9122 -1.2236 -0.8905 -2.260 1.246 0.089
H 0.6792 0.7325 -1.9124 -0.035 0.389 -0.228
H -1.1874 -1.9218 -0.2145 -0.799 0.049 0.354
```
Positions in Å, forces in eV/Å.

Properties
Relative energy (zero: lowest compared OMol25 entry of this formula, charge and spin): 3.9159 eV
LUMO (spin up / spin down): -1.1 / -1.0 eV
Highest occupied orbital energy (spin up / spin down): -9.5345 / -9.0479 eV

natural (NBO) population analysis, charges in e, atoms 1 to 2: 0.61 -0.44



ORCA calculation (wB97M-V/def2-TZVPD) on the ion C4H8N3 with charge +1 at a distorted geometry.

```
15
Properties=species:S:1:pos:R:3:forces:R:3
C 0.7675 0.1963 -0.0470 -2.720 2.979 2.139
C -1.8596 0.0383 -0.4146 -3.091 2.050 1.958
C -1.3398 1.3054 0.3305 -1.101 -0.308 -0.098
C 2.2491 0.2540 -0.0668 1.116 0.405 3.091
N -0.0877 1.4074 0.3407 2.566 -1.284 -0.670
N 0.1266 -0.8882 0.2598 0.848 -1.551 0.637
N -1.2423 -1.0665 0.2304 3.024 1.300 -2.706
H -2.9882 0.0133 -0.3163 1.412 -0.433 -0.293
H -1.5731 0.2354 -1.4310 0.291 -0.865 -0.677
H -2.0243 2.0369 0.8927 1.266 -1.073 -0.907
H 2.5853 0.1006 -1.0653 0.552 0.068 -0.764
H 2.6794 -0.6514 0.6048 -0.903 2.089 -1.538
H 2.6390 1.2951 0.3984 -1.013 -2.561 -1.284
H 0.6296 -1.6255 0.7830 -0.224 0.134 -0.984
H -1.4312 -1.5813 1.0192 -2.022 -0.952 2.097
```
Positions in Å, forces in eV/Å.

Properties
Charge: +1
SMILES string: CC1=[NH+]NCC=N1
Relative energy (zero: lowest compared OMol25 entry of this formula, charge and spin): 4.4362 eV
LUMO: -4.8 eV
Highest occupied orbital energy: -14.4638 eV

natural (NBO) population analysis, charges in e, atoms 1 to 2: 0.43 -0.32